Entry 1:
Molecular formula: Ca3H6N4O15
Method: DFT, wB97M-V/def2-TZVPD

Properties
Charge: +2
ΔE to the lowest compared entry with this formula, charge and spin in kJ/mol: 0.00
E_LUMO in Eh: -0.2982
Strongest force on any atom in eV/Å: 3.07
Frontier orbital gap in eV: 5.6
E_HOMO in eV: -13.7
E_tot in eV: -92061.2264

Last column: Löwdin charge in e.
Positions of all 28 atoms, in Å:
Ca: -1.88 0.61 -2.38  1.6798
Ca: 1.35 -2.20 2.44  1.7874
Ca: 1.12 3.44 1.02  1.7478
N: -3.81 0.93 0.55  -0.5885
O: -3.60 0.99 -0.69  -0.2329
O: -3.19 1.71 1.30  -0.0532
O: -4.55 0.07 1.01  0.0761
N: 0.49 -2.11 -3.15  -0.5962
O: -0.35 -1.19 -2.82  -0.2841
O: 1.69 -2.01 -2.90  0.0267
O: 0.07 -3.09 -3.75  0.0574
N: 3.60 -1.24 -0.12  -0.5414
O: 2.58 -1.33 0.67  -0.2895
O: 4.29 -2.21 -0.36  0.1219
O: 3.78 -0.15 -0.66  0.0194
N: -0.40 0.35 0.69  -0.4922
O: -0.98 -0.23 -0.21  -0.0384
O: -0.27 1.58 0.74  -0.1766
O: 0.15 -0.34 1.58  -0.1510
O: -0.66 3.52 2.60  -0.1356
H: -0.95 2.59 2.63  0.0530
H: -1.47 4.03 2.69  0.1052
O: 2.69 1.66 0.61  -0.1807
H: 3.64 1.81 0.51  0.0804
H: 2.56 0.73 0.30  0.0195
O: -2.08 -2.91 -0.51  -0.0419
H: -1.18 -2.64 -0.74  0.0005
H: -2.64 -2.35 -1.06  0.0271

Entry 2:
Molecular formula: CaH14NO10
Method: DFT, wB97M-V/def2-TZVPD

Properties
Spin multiplicity: 2
E_LUMO (spin up / spin down) in Eh: -0.0286 / -0.0446
Strongest force on any atom in eV/Å: 3.43
Frontier orbital gap (spin up / spin down) in eV: 5.8 / 8.7
E_HOMO (spin up / spin down) in eV: -6.6 / -9.9
E_tot in eV: -40626.9922

Last column: Löwdin spin population.
Positions of all 26 atoms, in Å:
Ca: 1.97 2.58 2.60  0.7939
N: 0.82 0.30 0.26  0.0028
O: 1.06 -0.86 -0.03  0.0033
O: 1.63 0.97 0.90  0.0861
O: -0.23 0.77 -0.10  0.0097
O: 1.38 -3.64 0.47  0.0006
H: 2.20 -4.13 0.34  0.0000
H: 1.51 -2.84 -0.04  0.0002
O: -1.06 -2.79 -0.35  0.0005
H: -0.38 -2.12 -0.28  0.0003
H: -1.88 -2.31 -0.29  0.0001
O: 0.50 0.86 3.68  0.0826
H: -0.17 0.37 3.21  0.0044
H: 0.67 0.35 4.47  0.0070
O: -0.53 2.18 -2.40  0.0009
H: -0.38 1.59 -1.66  0.0001
H: -1.14 2.84 -2.06  0.0001
O: 3.79 1.13 -1.58  0.0048
H: 4.58 0.78 -1.17  0.0002
H: 3.07 0.85 -1.01  0.0005
O: -3.50 0.96 0.16  0.0009
H: -2.78 1.43 0.58  0.0004
H: -4.15 1.63 -0.02  0.0000
O: -2.56 -0.47 -2.15  0.0002
H: -2.82 0.11 -1.44  0.0001
H: -1.61 -0.53 -2.08  0.0002

Entry 3:
Molecular formula: CaO4P
Method: DFT, wB97M-V/def2-TZVPD

Properties
Charge: -1
ΔE to the lowest compared entry with this formula, charge and spin in kJ/mol: 0.00
E_LUMO in Eh: 0.0326
Strongest force on any atom in eV/Å: 7.19
Frontier orbital gap in eV: 3.2
E_HOMO in eV: -2.3
E_tot in eV: -35920.3088

Last column: Löwdin charge in e.
Positions of all 6 atoms, in Å:
Ca: -0.54 1.09 1.93  1.4025
P: 0.05 -0.20 -0.48  -0.1514
O: 0.44 1.10 -1.31  -0.5257
O: 0.85 -0.29 0.86  -0.6280
O: 0.51 -1.52 -1.21  -0.4986
O: -1.31 -0.17 0.21  -0.5987

Entry 4:
Molecular formula: Cd4N5O15
Method: DFT, wB97M-V/def2-TZVPD

Properties
Charge: +3
E_LUMO in Eh: -0.5946
Strongest force on any atom in eV/Å: 6.40
Frontier orbital gap in eV: 2.1
E_HOMO in eV: -18.2
E_tot in eV: -56359.9433

Last column: Löwdin charge in e.
Positions of all 24 atoms, in Å:
Cd: 2.32 1.42 -1.80  1.6030
Cd: 1.51 -2.94 -1.11  1.5872
Cd: -2.00 -3.74 -2.47  1.1147
Cd: -0.22 0.05 2.53  1.5406
N: 0.63 2.84 0.73  -0.5320
O: 0.75 2.15 -0.33  -0.1845
O: 0.70 4.03 0.84  0.1940
O: 0.43 2.15 1.79  -0.1302
N: 0.04 -1.13 -0.32  -0.5318
O: -0.42 -2.11 -0.94  -0.3195
O: 1.15 -0.63 -0.67  -0.1744
O: -0.55 -0.52 0.59  -0.0689
N: 2.33 -1.81 2.04  -0.5179
O: 2.10 -2.16 0.88  -0.1763
O: 3.08 -2.43 2.78  0.1859
O: 1.73 -0.81 2.54  -0.1182
N: 0.23 0.92 -4.13  -0.5526
O: 1.15 0.61 -3.29  -0.2378
O: -0.72 1.61 -3.78  0.1318
O: 0.18 0.43 -5.25  0.1579
N: -3.59 0.50 2.37  -0.5297
O: -4.26 -0.38 1.84  0.2631
O: -4.12 1.62 2.40  0.2953
O: -2.45 0.31 2.76  0.0003

Entry 5:
Molecular formula: CdH16O8
Method: DFT, wB97M-V/def2-TZVPD

Properties
Charge: +2
ΔE to the lowest compared entry with this formula, charge and spin in kJ/mol: 27.69
E_LUMO in Eh: -0.2522
Strongest force on any atom in eV/Å: 2.90
Frontier orbital gap in eV: 11.8
E_HOMO in eV: -18.6
E_tot in eV: -21189.8867

Last column: Löwdin charge in e.
Positions of all 25 atoms, in Å:
Cd: -0.14 -0.11 0.04  1.4814
O: -0.68 -1.62 1.68  -0.0648
H: -1.47 -2.04 1.44  0.0278
H: -0.65 -1.68 2.65  0.1032
O: 0.98 0.66 1.98  -0.0804
H: 1.32 0.32 2.78  0.0644
H: 0.61 1.42 2.48  0.0904
O: -1.07 2.03 0.42  -0.0919
H: -1.42 2.85 -0.01  0.1162
H: -1.12 2.28 1.35  0.0676
O: 1.74 1.51 -0.59  -0.1045
H: 1.95 2.21 0.07  0.0821
H: 2.57 1.48 -1.08  0.0754
O: -0.15 -2.06 -1.42  -0.0796
H: -0.10 -2.02 -2.39  0.0858
H: 0.39 -2.82 -1.23  0.0683
O: 2.14 -1.17 0.30  -0.0799
H: 2.57 -1.64 -0.43  0.0767
H: 2.83 -0.60 0.62  0.0439
O: -0.34 0.62 -2.15  -0.0914
H: -1.09 0.21 -2.54  0.0396
H: -0.41 1.59 -2.33  0.1106
O: -2.50 -0.55 -0.31  -0.0504
H: -3.16 -1.13 -0.64  0.0730
H: -2.81 0.24 -0.70  0.0364

Entry 6:
Molecular formula: Cl2Cu2FO12PPb2
Method: DFT, wB97M-V/def2-TZVPD

Properties
E_LUMO in Eh: -0.1911
Strongest force on any atom in eV/Å: 8.73
Frontier orbital gap in eV: 3.3
E_HOMO in eV: -8.5
E_tot in eV: -161373.4764

Last column: Löwdin charge in e.
Positions of all 20 atoms, in Å:
Cu: -0.96 -0.61 -2.83  0.5257
Cu: 0.38 -2.41 -0.41  0.6541
Pb: -3.44 -0.59 0.74  1.0174
Pb: -1.27 2.01 0.35  1.2870
P: -0.83 2.07 -3.09  -0.1769
O: -1.96 1.51 -2.35  -0.4031
O: -1.03 3.49 -3.60  -0.0140
O: -0.14 1.14 -4.14  -0.2861
O: 0.21 2.55 -2.13  -0.1177
F: -1.22 -0.65 -0.51  -0.6889
Cl: -0.42 -2.51 2.93  0.6469
O: -1.04 -2.88 4.25  -0.3537
O: 0.33 -1.27 2.96  -0.3677
O: 0.62 -3.49 2.67  -0.3404
O: -1.39 -2.33 1.94  -0.5147
Cl: 2.37 0.82 0.66  0.6751
O: 1.66 -0.18 -0.19  -0.4275
O: 3.69 0.96 0.20  -0.3298
O: 1.71 2.10 0.54  -0.4469
O: 2.74 0.28 2.02  -0.3388

Entry 7:
Molecular formula: Cl2Cu2O16P2Pb
Method: DFT, wB97M-V/def2-TZVPD

Properties
Charge: -3
Spin multiplicity: 2
E_LUMO (spin up / spin down) in Eh: 0.1627 / 0.1628
Strongest force on any atom in eV/Å: 7.93
Frontier orbital gap (spin up / spin down) in eV: 3.3 / 3.3
E_HOMO (spin up / spin down) in eV: 1.1 / 1.1
E_tot in eV: -170888.5960

Last column: Löwdin spin population.
Positions of all 23 atoms, in Å:
Cu: 3.60 2.38 0.70  -0.0005
Cu: -3.02 -0.95 -0.07  -0.0062
Pb: -0.92 2.22 0.90  -0.0030
P: -3.72 -0.22 2.35  -0.0226
O: -2.22 -0.16 1.82  -0.0096
O: -4.01 -0.27 3.87  0.2662
O: -4.90 -0.12 1.32  0.0906
O: -4.02 1.26 2.59  0.6851
P: -0.26 4.11 -1.59  0.0000
O: -0.90 4.87 -2.75  0.0002
O: -0.16 4.94 -0.28  0.0009
O: 1.30 4.15 -1.46  -0.0003
O: -0.80 2.65 -1.53  -0.0004
Cl: 3.12 -4.56 -0.83  0.0000
O: 4.54 -5.10 -0.72  0.0000
O: 2.05 -5.47 -1.26  0.0000
O: 2.49 -4.15 0.50  0.0000
O: 3.23 -3.45 -1.76  0.0000
Cl: 0.96 -0.50 -0.39  -0.0001
O: 1.40 -1.09 -1.59  0.0000
O: -0.41 -0.12 -0.48  -0.0002
O: 1.03 -1.15 0.78  0.0000
O: 1.63 0.72 -0.13  -0.0002

Entry 8:
Molecular formula: Cl2F2O8Sr2
Method: DFT, wB97M-V/def2-TZVPD

Properties
ΔE to the lowest compared entry with this formula, charge and spin in kJ/mol: 1998.41
E_LUMO in Eh: -0.1920
Strongest force on any atom in eV/Å: 8.80
Frontier orbital gap in eV: 1.1
E_HOMO in eV: -6.4
E_tot in eV: -48498.2628

Last column: Löwdin charge in e.
Positions of all 14 atoms, in Å:
Sr: -3.46 -6.08 -1.80  1.5611
Sr: 4.78 -2.80 5.96  1.5297
F: -5.60 -3.79 1.51  -0.7371
F: 6.14 0.63 3.11  -0.6693
Cl: -1.78 4.62 -1.71  0.5198
O: -2.56 5.74 -1.66  -0.3064
O: -0.45 5.13 -1.74  -0.3171
O: -2.32 3.88 -0.60  -0.3043
O: -2.15 3.89 -2.76  -0.2904
Cl: 1.47 -2.23 -0.18  0.6706
O: 2.55 -2.82 0.71  -0.4784
O: 0.22 -2.57 0.56  -0.4475
O: 1.49 -0.82 0.09  -0.3501
O: 1.66 -2.77 -1.51  -0.3805

Entry 9:
Molecular formula: Cl2H2NO7P2
Method: DFT, wB97M-V/def2-TZVPD

Properties
Charge: -1
E_LUMO in Eh: 0.0733
Strongest force on any atom in eV/Å: 1.35
Frontier orbital gap in eV: 7.6
E_HOMO in eV: -5.6
E_tot in eV: -59470.0869

Last column: Löwdin charge in e.
Positions of all 14 atoms, in Å:
O: 2.93 -0.13 2.20  0.0748
N: 2.81 -1.11 1.62  -0.1136
O: 1.78 -1.03 0.63  -0.5226
P: 0.51 -2.13 0.87  0.6442
P: -1.16 -0.64 0.76  0.3441
O: -0.64 0.65 1.60  -0.4159
Cl: -2.51 -1.53 2.08  0.0906
H: 0.61 -2.48 2.24  -0.1131
H: 0.09 1.04 1.08  0.0390
O: 0.08 1.26 -3.67  -0.3845
Cl: -0.89 1.47 -2.63  0.6123
O: -2.00 2.23 -3.13  -0.3814
O: -0.26 2.19 -1.53  -0.4105
O: -1.35 0.19 -2.13  -0.4633

Entry 10:
Molecular formula: Cl2H2OSi
Method: DFT, wB97M-V/def2-TZVPD

Properties
ΔE to the lowest compared entry with this formula, charge and spin in kJ/mol: 436.38
E_LUMO in Eh: 0.0055
Strongest force on any atom in eV/Å: 6.84
Frontier orbital gap in eV: 10.2
E_HOMO in eV: -10.1
E_tot in eV: -35001.7596

Last column: Löwdin charge in e.
Positions of all 6 atoms, in Å:
Cl: 2.56 -0.20 0.00  0.5415
O: 1.07 0.55 0.11  -0.9593
Si: -0.65 -0.13 0.06  0.1659
Cl: -1.55 1.63 0.00  0.3572
H: -1.09 -0.86 1.10  -0.1033
H: -0.34 -1.00 -1.27  -0.0019

Entry 11:
Molecular formula: Cl2H2OSi
Method: DFT, wB97M-V/def2-TZVPD

Properties
ΔE to the lowest compared entry with this formula, charge and spin in kJ/mol: 812.60
E_LUMO (spin up / spin down) in Eh: -0.0294 / -0.0899
Strongest force on any atom in eV/Å: 3.14
Frontier orbital gap (spin up / spin down) in eV: 9.7 / 4.9
E_HOMO (spin up / spin down) in eV: -10.5 / -7.4
E_tot in eV: -34997.8604

Last column: Löwdin charge in e.
Positions of all 6 atoms, in Å:
O: 0.21 -3.22 0.14  -0.6495
Si: 0.10 1.31 0.28  0.1530
Cl: -0.28 -1.86 -0.57  0.5612
Cl: -1.21 2.06 -1.02  0.1854
H: -0.41 0.63 1.38  -0.1700
H: 1.58 1.08 -0.20  -0.0801

Entry 12:
Molecular formula: Cl2H3N2P
Method: DFT, wB97M-V/def2-TZVPD

Properties
ΔE to the lowest compared entry with this formula, charge and spin in kJ/mol: 227.85
E_LUMO in Eh: -0.0051
Strongest force on any atom in eV/Å: 3.42
Frontier orbital gap in eV: 9.8
E_HOMO in eV: -9.9
E_tot in eV: -37361.9124

Last column: Löwdin charge in e.
Positions of all 8 atoms, in Å:
N: 0.29 1.35 0.72  -0.2529
N: 0.90 0.55 -1.89  -0.2180
P: 0.99 0.38 -0.32  0.2278
Cl: 1.95 -1.24 0.35  0.2957
Cl: -2.34 -1.42 0.06  0.2467
H: 0.64 1.27 1.71  -0.0003
H: -2.64 -2.12 1.12  -0.2261
H: 0.20 1.23 -1.75  -0.0730